{
  "formula": "C24H27Cl2N3O2Zr",
  "method": "ωB97M-V/def2-TZVPD",
  "orbital_gap_ev": 6.999,
  "total_charge": 2,
  "homo_energy_ev": -13.75,
  "relative_energy_kj_mol": 54.6,
  "total_energy_ev": -60207.835,
  "symbols": ["Zr", "C", "C", "C", "C", "C", "C", "C", "C", "C", "C", "H", "H", "H", "H", "H", "H", "H", "H", "H", "H", "H", "H", "H", "H", "H", "Cl", "C", "C", "C", "Cl", "C", "C", "C", "C", "N", "C", "C", "O", "H", "H", "H", "H", "N", "C", "C", "C", "C", "C", "N", "H", "H", "H", "H", "H", "H", "O", "H", "H"],
  "coordinates": [[0.3618, 0.0804, 0.2697], [1.1282, 0.2149, 2.5152], [0.9927, -1.1775, 2.1916], [-0.3925, -1.4440, 1.9831], [-1.1184, -0.2281, 2.1711], [-0.1797, 0.7911, 2.5342], [-0.5288, 2.1241, 3.1380], [-2.6184, -0.1394, 2.2246], [-0.9814, -2.7985, 1.7295], [2.0452, -2.2444, 2.2718], [2.3912, 0.9210, 2.9309], [-1.5391, 2.4332, 2.8783], [0.1688, 2.9118, 2.8625], [-0.4875, 2.0364, 4.2248], [-2.9797, -0.5932, 3.1494], [-3.0871, -0.6749, 1.3963], [-2.9675, 0.8905, 2.2104], [-0.9984, -3.3750, 2.6571], [-0.3838, -3.3542, 1.0038], [-2.0053, -2.7213, 1.3651], [1.9315, -2.9866, 1.4786], [1.9428, -2.7716, 3.2235], [3.0482, -1.8262, 2.2386], [2.2648, 1.3471, 3.9267], [2.6594, 1.7360, 2.2488], [3.2262, 0.2265, 2.9815], [0.2027, -3.8942, -2.5305], [-0.9520, -2.6275, -2.5410], [-2.0487, -2.6659, -3.4078], [-2.9853, -1.6555, -3.4125], [-4.3285, -1.7379, -4.4773], [-2.8506, -0.5542, -2.5271], [-3.7698, 0.5028, -2.4407], [-3.5578, 1.5160, -1.5324], [-2.4352, 1.4697, -0.7026], [-1.5309, 0.4992, -0.7496], [-1.7231, -0.5190, -1.6497], [-0.7653, -1.5703, -1.6494], [0.2544, -1.5269, -0.8033], [-2.1602, -3.5085, -4.0725], [-4.6374, 0.4990, -3.0827], [-4.2463, 2.3419, -1.4598], [-2.2821, 2.2467, 0.0443], [2.7280, -0.5301, -0.2245], [2.7241, 0.4098, -1.2787], [3.8568, 0.8366, -1.9673], [3.7003, 1.7891, -2.9620], [2.4254, 2.2719, -3.2441], [1.3536, 1.7952, -2.5104], [1.4955, 0.8919, -1.5321], [3.6742, -0.7594, 0.0858], [2.2646, -1.4016, -0.5277], [4.8298, 0.4270, -1.7403], [4.5580, 2.1426, -3.5138], [2.2704, 3.0050, -4.0193], [0.3422, 2.1378, -2.7009], [0.5558, 2.5439, 0.3533], [1.3244, 3.0679, 0.6314], [-0.1801, 3.1792, 0.3400]],
  "forces_ev_per_a": [[1.838, 2.697, 0.697], [-0.464, -0.178, 0.654], [-0.650, -0.086, 0.726], [0.210, -0.017, 0.524], [0.159, -0.138, 0.480], [0.017, -0.576, 0.812], [0.109, -0.165, -0.287], [0.156, -0.020, -0.126], [0.119, 0.155, -0.108], [-0.095, 0.156, -0.152], [-0.217, -0.077, -0.196], [-0.021, 0.078, -0.020], [0.022, 0.037, 0.006], [-0.040, -0.031, 0.025], [0.019, 0.020, -0.007], [0.005, 0.040, 0.038], [-0.035, 0.036, -0.021], [-0.019, 0.022, -0.017], [-0.105, -0.014, 0.007], [0.030, -0.073, -0.031], [0.053, 0.014, 0.025], [0.005, 0.009, -0.050], [0.064, -0.058, -0.017], [0.008, 0.070, -0.023], [0.073, -0.018, 0.113], [0.054, 0.040, -0.053], [-0.056, -0.051, -0.084], [0.324, 0.730, 0.765], [-0.496, 0.308, -0.168], [0.442, -0.337, 0.137], [-0.004, -0.010, -0.023], [0.382, -0.067, 0.262], [0.203, 0.099, 0.219], [0.140, -0.081, -0.045], [-0.140, 0.159, 0.074], [-0.907, 0.034, -0.490], [-0.283, -0.662, -0.618], [-1.067, -0.707, -1.439], [-0.134, -1.288, -0.267], [-0.016, -0.054, -0.070], [-0.072, 0.058, -0.047], [-0.047, 0.070, 0.091], [-0.024, -0.102, -0.097], [-0.214, -0.594, -0.132], [0.318, 0.567, -0.952], [-0.279, -0.061, 0.161], [-0.259, -0.095, 0.202], [-0.133, -0.149, 0.153], [0.010, 0.128, -0.277], [0.965, -0.110, -0.458], [-0.448, 0.168, 0.214], [0.549, 0.131, -0.068], [0.043, -0.057, 0.065], [0.057, 0.021, -0.050], [-0.061, 0.035, -0.054], [0.069, 0.016, 0.025], [-0.266, 0.469, -0.016], [-0.101, -0.235, -0.062], [0.213, -0.257, 0.051]],
  "mulliken_charge": [0.14, 0.43, 0.92, 0.31, 0.73, 1.41, -1.63, -1.79, -1.70, -1.54, -1.73, 0.40, 0.37, 0.38, 0.35, 0.37, 0.37, 0.34, 0.36, 0.40, 0.32, 0.39, 0.40, 0.42, 0.23, 0.36, -0.18, 0.54, -0.38, 0.63, -0.20, -0.38, -0.77, -1.30, -0.45, 1.28, 0.12, -0.06, -0.14, 0.51, 0.51, 0.48, 0.40, -0.16, 0.24, -1.12, -0.35, -0.96, -0.17, 0.38, 0.35, 0.27, 0.49, 0.47, 0.47, 0.47, -0.53, 0.27, 0.27]
}